i | ORCA calculation (the ωB97M-V functional and the def2-TZVPD basis) on the molecule C5H7F3O3S.

## Properties
- Highest occupied orbital energy: -9.21 eV
- Orbital gap: 9.41 eV
- SMILES: CC(C)=COS(=O)(=O)C(F)(F)F

The geometry in ORCA input format:
```
! wB97M-V def2-TZVPD RIJCOSX def2/J DEFGRID3
* xyz 0 1
H -0.8558 3.3612 1.2243
C 0.8740 -2.8200 -1.9814
H 1.1815 0.7822 2.4567
H 1.6175 2.3002 1.6408
O 0.2378 -0.4551 -0.5879
H -1.6751 0.5592 -0.3570
O -1.1200 -1.0105 -2.6885
C 1.2062 1.2903 1.4604
F 1.6305 -2.4131 -3.0267
C -0.6274 0.5144 -0.0471
O -1.5057 -2.3081 -0.6666
H -2.1868 2.1630 1.3206
C -0.2185 1.3848 0.9566
H 1.9067 0.7310 0.8080
F 1.8346 -3.0275 -0.9750
S -0.4782 -1.6530 -1.5192
H -1.0354 2.2896 2.6725
C -1.1324 2.3855 1.5835
F 0.3466 -4.0742 -2.2742
*
```

---

ii | ORCA calculation (the ωB97M-V functional and the def2-TZVPD basis) on a cluster of 2 separate species, C5H7F3O3S in total.

## Properties
- Highest occupied orbital energy (alpha / beta): -8.50 / -8.50 eV
- Orbital gap (alpha / beta): 7.37 / 7.37 eV

The geometry in ORCA input format:
```
! wB97M-V def2-TZVPD RIJCOSX def2/J DEFGRID3
* xyz 0 1
H 2.1222 -0.0170 -1.0449
F -5.5117 0.4129 -0.3590
O -0.0703 -0.3609 1.6651
C 0.1130 0.7757 -0.5835
H 0.8809 -0.2335 -2.2498
H -0.6566 1.5864 -0.7725
C -2.8512 0.7109 0.2105
H 1.7164 1.4262 -1.9836
C -1.1434 -1.3638 1.7817
C -0.1189 0.2719 0.5779
S -4.1612 -0.4459 -0.2601
H -1.0050 -1.9571 2.7350
H -2.1534 -0.9246 1.6708
F -3.1658 1.2178 1.4464
O -3.9989 -1.0858 -1.5095
O -4.3293 -1.2768 0.8888
H -1.0752 -2.0624 1.0542
F -2.9370 1.7399 -0.7331
C 1.2582 0.5054 -1.5240
*
```

---

In order of decreasing stability: i, ii.

---

i | ORCA calculation (the ωB97M-V functional and the def2-TZVPD basis) on a cluster of 2 separate species, C3H10N2O in total.

## Properties
- Highest occupied orbital energy: -9.35 eV
- Orbital gap: 10.33 eV
- SMILES: C/N=C/N.CO

The geometry in ORCA input format:
```
! wB97M-V def2-TZVPD RIJCOSX def2/J DEFGRID3
* xyz 0 1
H 0.2310 -2.1637 -1.1590
N 0.2875 -0.6858 0.3176
H 1.8199 -1.9871 -0.3865
H -0.6293 2.0352 -2.4606
H 0.6104 -0.2692 3.4397
N 0.0798 -0.3017 2.5871
C -1.3035 1.7121 -1.6615
H -0.5309 0.4828 2.4191
H 1.4667 -1.5963 1.7451
H -0.3539 1.0206 -0.1164
H -2.2152 2.3070 -1.7202
H -1.5771 0.6696 -1.8473
C 0.9338 -1.4428 -0.7361
H 1.2336 -0.7698 -1.5396
O -0.7143 1.8836 -0.3894
C 0.6615 -0.8943 1.5078
*
```

---

ii | ORCA calculation (the ωB97M-V functional and the def2-TZVPD basis) on a cluster of 2 separate species, C3H10N2O in total.

## Properties
- Highest occupied orbital energy: -8.70 eV
- Orbital gap: 9.47 eV
- SMILES: C=CO.NCN

The geometry in ORCA input format:
```
! wB97M-V def2-TZVPD RIJCOSX def2/J DEFGRID3
* xyz 0 1
H 3.6622 -0.3135 -1.0425
O -3.3830 -1.6290 -0.3186
C -5.2541 -1.4652 1.0093
H -4.4648 -3.2097 -0.2893
H 2.8059 1.9686 -0.9576
C 3.8620 1.9204 -0.6685
H -6.2307 -1.8068 1.4424
C -4.5329 -2.2150 0.1468
H -5.2162 -0.2687 1.2538
H -3.2849 -1.6726 -1.4073
H 5.2214 2.3925 0.7688
H 3.5776 2.7174 0.9811
H 4.5852 0.1091 0.2915
N 4.4057 2.7028 0.4007
H 4.3748 2.0398 -1.6353
N 3.8206 0.3879 -0.3695
*
```

---

In order of decreasing stability: i, ii.

---

i | ORCA calculation (the ωB97M-V functional and the def2-TZVPD basis) on a cluster of 2 separate species, C3H10N2O in total.

## Properties
- Highest occupied orbital energy: -6.87 eV
- Orbital gap: 7.82 eV
- SMILES: C/C(N)=C/N.O

The geometry in ORCA input format:
```
! wB97M-V def2-TZVPD RIJCOSX def2/J DEFGRID3
* xyz 0 1
H 2.9046 1.8335 0.9421
H -0.6283 1.7797 -0.5445
N -0.4830 0.8293 -0.8040
N 0.3589 -1.8034 -1.1686
H -0.8849 0.8395 1.9609
H -0.7120 -2.2243 0.5954
H 0.6983 -2.7452 -1.1642
C -1.5694 0.2898 1.3018
H -0.0189 -1.5531 -2.0626
O 2.7102 1.9668 0.0041
C -0.3750 -1.4179 -0.0448
C -0.8762 -0.1835 0.0791
H -1.9894 -0.5353 1.8487
H 3.3524 1.3494 -0.3929
H -2.3484 1.0254 1.1466
H -0.1389 0.5493 -1.6973
*
```

---

ii | ORCA calculation (the ωB97M-V functional and the def2-TZVPD basis) on a structure of composition C3H10N2O.

## Properties
- Highest occupied orbital energy (alpha / beta): -8.56 / -8.56 eV
- Orbital gap (alpha / beta): 8.63 / 8.63 eV

The geometry in ORCA input format:
```
! wB97M-V def2-TZVPD RIJCOSX def2/J DEFGRID3
* xyz 0 1
C -0.2176 1.8458 1.5043
O 1.0460 -1.1040 -0.5939
H 1.1871 -2.9421 0.3444
H 0.9839 1.5524 -0.3112
H 0.1892 -0.3983 -1.5480
H -1.5367 -0.0015 -2.2035
H 0.0773 -2.8823 -1.0422
N -0.7070 0.2908 -1.6988
H 0.6707 -0.0795 0.1356
C 0.4557 -2.3178 -0.1795
H 0.6107 1.7074 2.2013
H -1.1150 1.4251 1.9585
C 0.0932 1.1615 0.1956
N -0.9743 0.9724 -0.6420
H -0.3703 2.9210 1.3783
H -0.3927 -2.1511 0.5009
*
```

---

iii | ORCA calculation (the ωB97M-V functional and the def2-TZVPD basis) on a cluster of 2 separate species, C3H10N2O in total.

## Properties
- Highest occupied orbital energy: -9.44 eV
- Orbital gap: 10.47 eV
- SMILES: [H]/N=C/NCC.O

The geometry in ORCA input format:
```
! wB97M-V def2-TZVPD RIJCOSX def2/J DEFGRID3
* xyz 0 1
C 1.2655 -0.1617 0.9575
H 2.8127 0.8516 1.2059
H 0.3322 -0.1658 -0.7516
O 1.5817 0.9097 -2.2715
H -2.0981 -1.6563 -0.2975
H 1.1519 -0.2851 2.0347
N 2.2978 0.3996 0.4564
N 0.1674 -0.5305 0.1840
H -3.2428 -0.6293 0.5269
H 1.9798 0.2735 -2.8785
C -2.2803 -0.6333 0.0091
H 1.9818 0.8794 -1.3835
H -1.1736 -0.2303 1.7786
H -2.4972 -0.0909 -0.9184
C -1.0894 -0.0130 0.7132
H -1.1895 1.0823 0.6347
*
```

---

iv | ORCA calculation (the ωB97M-V functional and the def2-TZVPD basis) on a cluster of 2 separate species, C3H10N2O in total.

## Properties
- Highest occupied orbital energy: -9.06 eV
- Orbital gap: 9.93 eV
- SMILES: C=CO.NCN

The geometry in ORCA input format:
```
! wB97M-V def2-TZVPD RIJCOSX def2/J DEFGRID3
* xyz 0 1
H -3.7317 0.6009 -1.2719
H 3.3287 0.3855 -0.8127
C 2.5447 -0.4157 0.4458
H 3.6131 -2.1727 1.2277
C 3.5934 -1.3040 0.4571
H -3.0075 0.4457 1.0097
C -2.4309 0.8425 0.2499
H -2.7670 1.7794 -1.4577
H -2.2293 -1.2092 0.1184
O 2.8258 0.8339 -0.1558
N -1.7394 -0.3819 -0.1679
N -3.3130 1.3391 -0.6992
H -1.8811 1.6997 0.6381
H 4.4620 -1.3792 -0.1562
H -0.7069 -0.3454 -0.1851
H 1.4392 -0.7185 0.7599
*
```

---

In order of decreasing stability: iii, i, iv, ii.

---

i | ORCA calculation (the ωB97M-V functional and the def2-TZVPD basis) on a cluster of 3 separate species, C3H10N2O in total.

## Properties
- Highest occupied orbital energy: -6.75 eV
- Orbital gap: 7.56 eV

The geometry in ORCA input format:
```
! wB97M-V def2-TZVPD RIJCOSX def2/J DEFGRID3
* xyz 0 1
C 1.9658 -0.3896 0.1372
H -2.9898 0.5030 -0.2528
H -1.3843 -1.8243 -0.6316
H 0.1126 0.7900 -1.8825
H 1.3896 -1.2532 -0.1822
H 1.6601 1.7432 0.4676
H 2.8181 -0.2393 -0.5283
H 2.3802 -0.6307 1.1219
H -0.5220 1.7655 0.8226
C -1.1483 0.0353 0.1334
N -0.1529 0.8565 0.5704
H -0.5976 0.3892 -1.6326
O -2.4132 0.5410 0.5175
H -1.2923 -1.7747 1.0317
C 1.1298 0.8541 0.1465
N -0.9560 -1.3662 0.1614
*
```

---

ii | ORCA calculation (the ωB97M-V functional and the def2-TZVPD basis) on the molecule C3H10N2O.

## Properties
- Highest occupied orbital energy: -9.03 eV
- Orbital gap: 10.10 eV
- SMILES: NCCCON

The geometry in ORCA input format:
```
! wB97M-V def2-TZVPD RIJCOSX def2/J DEFGRID3
* xyz 0 1
H 1.2913 -1.3990 0.4852
H -0.5653 -0.7560 -1.2490
C 1.0220 -0.3893 0.0223
N -2.6533 -0.0306 0.7352
H -3.3019 -0.8509 0.2979
H 3.3852 1.1473 -1.1605
H 2.2805 1.2073 -2.2852
H -0.4519 0.9896 -0.6586
H -1.1404 -1.2653 1.2383
H 1.4742 0.2023 0.8557
H -0.8238 0.5213 1.6779
N 2.3429 1.0835 -1.1921
H -3.1726 0.2556 1.7820
C -1.2265 -0.2873 0.8626
O 1.9978 -0.3310 -1.0669
C -0.4582 -0.0977 -0.3448
*
```

---

iii | ORCA calculation (the ωB97M-V functional and the def2-TZVPD basis) on a cluster of 2 separate species, C3H10N2O in total.

## Properties
- Highest occupied orbital energy: -8.49 eV
- Orbital gap: 9.52 eV
- SMILES: C=NNC.CO

The geometry in ORCA input format:
```
! wB97M-V def2-TZVPD RIJCOSX def2/J DEFGRID3
* xyz 0 1
N -0.5368 0.6641 1.2937
H 1.4465 -1.7372 -1.6341
C 0.2155 1.6812 1.3365
H 0.8218 1.8207 2.2123
N -1.3770 0.4647 0.2922
H 2.8306 -0.9430 -0.8486
O 1.2310 0.2530 -1.4229
H -2.0300 -1.2937 1.1237
H -1.2907 -1.5049 -0.4816
H 1.4592 0.9469 -0.7969
C 1.7366 -0.9625 -0.9236
H -2.9098 -0.7809 -0.3311
H -1.2474 1.0050 -0.5655
C -1.9251 -0.8564 0.1342
H 0.2575 2.4418 0.5529
H 1.3181 -1.1987 0.0587
*
```

---

In order of decreasing stability: iii, i, ii.

---

i | ORCA calculation (the ωB97M-V functional and the def2-TZVPD basis) on a cluster of 2 separate species, C3H10N2O in total.

## Properties
- Highest occupied orbital energy: -8.96 eV
- Orbital gap: 9.67 eV
- SMILES: [H]/N=C/NCC.O

The geometry in ORCA input format:
```
! wB97M-V def2-TZVPD RIJCOSX def2/J DEFGRID3
* xyz 0 1
H -2.3974 1.0765 -0.5612
C -2.2249 -0.1768 1.2113
H 2.1147 -2.3126 -1.2812
H -1.5999 -1.0145 1.5053
N -0.5331 1.3704 0.2485
O 1.7368 -3.1418 -0.9829
H -2.1175 0.5231 2.0401
H 2.3332 -3.8531 -1.2228
H -3.2212 -0.5620 1.0421
H 2.5067 0.9117 -0.4268
H -1.3409 -0.2995 -0.7436
H -0.5916 2.3627 0.1004
C -1.6461 0.4813 -0.0461
N 1.7037 1.5356 -0.4096
C 0.7531 0.8906 0.1278
H 0.8934 -0.0275 0.7084
*
```

---

ii | ORCA calculation (the ωB97M-V functional and the def2-TZVPD basis) on the molecule C3H10N2O.

## Properties
- Highest occupied orbital energy: -8.65 eV
- Orbital gap: 9.53 eV
- SMILES: NCCNCO

The geometry in ORCA input format:
```
! wB97M-V def2-TZVPD RIJCOSX def2/J DEFGRID3
* xyz 0 1
C 1.8707 0.7214 -0.1313
H -0.9419 0.0825 -1.8001
H -1.7791 -2.0302 1.2563
H 2.7264 1.1121 -0.6622
H 2.0318 -0.3520 -0.0213
H -2.0754 0.4451 0.2320
C -1.2398 -0.2498 0.2742
H -2.6214 -1.7563 -0.1555
H 1.7713 0.7467 1.8424
N 0.6753 0.9754 -0.9184
H -0.6860 -0.1106 1.1879
N -1.7488 -1.6345 0.3302
H 0.1788 -1.0813 -1.0565
C -0.2982 -0.1052 -0.9389
H 0.3036 1.8498 -0.5686
O 1.8327 1.3867 1.1298
*
```

---

iii | ORCA calculation (the ωB97M-V functional and the def2-TZVPD basis) on a cluster of 2 separate species, C3H10N2O in total.

## Properties
- Highest occupied orbital energy: -7.73 eV
- Orbital gap: 8.30 eV

The geometry in ORCA input format:
```
! wB97M-V def2-TZVPD RIJCOSX def2/J DEFGRID3
* xyz 0 1
N -0.7979 -0.1117 -0.0422
H 1.6725 0.3134 -1.8758
H 2.3751 -1.1110 -1.0924
C 0.8640 -0.1392 0.0452
C 1.4497 -0.5694 -1.2714
H 0.7700 -1.2179 -1.8202
H -1.0574 1.4454 1.3529
H -1.2423 -0.2062 1.9897
H -0.7652 -1.2104 0.0482
H 0.4132 -1.7162 0.6127
H -2.5196 0.5204 0.9505
O -1.2860 0.5323 -1.2515
H -0.9340 1.4357 -1.2502
C -1.4531 0.4508 1.1485
H 1.0173 0.9194 1.6581
N 1.4936 0.6645 0.7978
*
```

---

In order of decreasing stability: i, ii, iii.

---

i | ORCA calculation (the ωB97M-V functional and the def2-TZVPD basis) on a cluster of 2 separate species, C2H9N2S2 in total.

## Properties
- Highest occupied orbital energy: -12.32 eV
- Orbital gap: 8.03 eV

The geometry in ORCA input format:
```
! wB97M-V def2-TZVPD RIJCOSX def2/J DEFGRID3
* xyz 1 1
H 0.7801 0.9689 2.1885
S 0.8137 0.3771 0.9884
C 0.6788 -2.4476 -1.0195
H -0.5498 -1.7645 0.6872
N 1.5383 -1.5847 -1.5183
H -0.1292 -3.2743 0.5579
H -2.5384 2.6355 -1.0596
H -2.9186 1.2177 -0.1111
H -2.7265 2.8677 0.7162
C -2.4059 2.1920 -0.0751
H 2.0995 -1.7690 -2.3451
S -0.5553 1.7622 0.1204
H 1.8562 -0.8446 -0.8614
N -0.0044 -2.3790 0.1000
H 0.4538 -3.3306 -1.5935
*
```

---

ii | ORCA calculation (the ωB97M-V functional and the def2-TZVPD basis) on a cluster of 2 separate species, C2H9N2S2 in total.

## Properties
- Highest occupied orbital energy: -12.92 eV
- Orbital gap: 8.42 eV

The geometry in ORCA input format:
```
! wB97M-V def2-TZVPD RIJCOSX def2/J DEFGRID3
* xyz 1 1
H 0.3987 2.0519 -2.5121
S -1.1231 0.8162 1.8387
H 0.1748 -2.6417 1.9041
H -0.9530 0.3877 3.1070
H 1.1404 -1.4500 1.0901
N -0.7391 0.4998 -1.5532
S -1.3168 -1.1198 0.9302
C 0.2369 -2.0322 0.9632
H 1.9355 1.8614 -0.7768
H -0.5852 -0.4073 -1.1067
H 0.6984 1.3439 0.3946
H 0.3915 -2.6963 0.1798
C 0.3066 1.3328 -1.7182
N 1.0230 1.4781 -0.6005
H -1.5885 0.5754 -2.1401
*
```

---

In order of decreasing stability: ii, i.